No. 1
Formula: H12O6
Source: the Open Molecules 2025 dataset
Level of theory: ωB97M-V with the def2-TZVPD basis set

XYZ file:
```
18
Properties=species:S:1:pos:R:3:forces:R:3:lowdin_charge:R:1
O -3.56842 2.07925 3.46907 -0.023 0.191 0.136 -0.053
H -4.33609 1.76437 2.99184 -0.209 -0.033 -0.116 0.029
H -2.89968 1.41196 3.31497 0.291 -0.176 -0.021 0.017
O -1.08308 3.28714 -4.08885 -0.152 0.184 -0.050 -0.053
H -0.56877 3.08624 -4.87074 0.095 -0.019 -0.204 0.026
H -0.76331 2.67386 -3.42713 0.066 -0.193 0.316 0.019
O -0.32833 -3.81294 -1.00337 -0.181 -0.097 -0.090 -0.050
H -0.12723 -4.04129 -0.09582 0.011 -0.087 0.209 0.025
H 0.39725 -3.25129 -1.27596 0.196 0.200 -0.118 0.021
O 3.33158 -1.44587 -0.71481 -0.327 0.090 -0.008 -0.048
H 3.99160 -1.53586 -1.40219 0.153 -0.001 -0.233 0.034
H 3.76156 -1.77353 0.07513 0.095 -0.067 0.225 0.031
O 0.29605 0.95002 -1.00026 -0.103 0.171 -0.239 -0.046
H 0.07516 0.78259 -0.08408 -0.155 -0.031 0.270 0.021
H 1.11724 0.47825 -1.13923 0.284 -0.173 -0.039 0.014
O -0.11088 -0.03763 3.05843 -0.227 0.112 -0.132 -0.046
H 0.05602 -0.97620 3.14468 -0.026 -0.262 0.042 0.030
H 0.75933 0.36094 3.04833 0.212 0.193 0.049 0.031
```
Positions in Å, forces in eV/Å.

The SMILES is O.O.O.O.O.O. Its spin multiplicity is 1. As for the gap between HOMO and LUMO: 11.1 eV. The LUMO energy comes out at -0.1 eV. The HOMO energy is -11.2 eV.


No. 2
Formula: H12O6
Source: the Open Molecules 2025 dataset
Level of theory: ωB97M-V with the def2-TZVPD basis set

XYZ file:
```
18
Properties=species:S:1:pos:R:3:forces:R:3:lowdin_charge:R:1
O -19.61440 -22.13702 18.73378 -0.116 -0.196 0.141 -0.074
H -20.16258 -21.74144 18.04915 -0.001 0.054 0.106 0.029
H -20.17102 -22.83098 19.12961 0.287 0.312 -0.266 -0.004
O -23.74213 -21.81634 19.41790 0.154 -0.570 -0.173 -0.066
H -24.43007 -22.05755 18.78815 -0.017 0.083 0.119 0.033
H -23.61846 -22.60856 19.97748 -0.341 0.857 0.046 -0.015
O -21.29871 -24.43768 18.94861 -0.346 -0.133 -0.300 -0.044
H -21.82483 -24.08192 18.21779 0.153 -0.022 0.050 0.072
H -20.95210 -25.27566 18.61755 0.012 0.086 0.093 0.078
O -24.73490 -26.81484 23.67474 0.085 0.040 0.087 -0.062
H -24.28900 -27.61089 23.98106 -0.022 0.052 -0.029 0.032
H -24.03941 -26.14456 23.63611 -0.044 -0.117 -0.140 -0.012
O -22.30660 -24.99344 23.84753 0.168 0.092 0.100 -0.050
H -21.58402 -24.40558 23.59515 -0.038 -0.044 0.110 0.057
H -22.57090 -24.68695 24.72365 -0.012 0.008 -0.100 0.064
O -23.12600 -23.93650 21.11316 0.105 -0.123 -0.495 -0.061
H -22.72522 -24.09173 20.23902 0.228 -0.373 0.549 0.004
H -22.61023 -24.48848 21.70951 -0.255 -0.002 0.102 0.019
```
Positions in Å, forces in eV/Å.

The SMILES is O.O.O.O.O.O. Its spin multiplicity is 1. As for the gap between HOMO and LUMO: 11.1 eV. The LUMO energy comes out at 0.1 eV. The HOMO energy is -11.0 eV.


No. 3
Formula: H12O6
Source: the Open Molecules 2025 dataset
Level of theory: ωB97M-V with the def2-TZVPD basis set

XYZ file:
```
18
Properties=species:S:1:pos:R:3:forces:R:3:lowdin_charge:R:1
O 1.05576 2.48072 0.24323 0.014 -0.393 -0.742 -0.069
H 1.16453 2.01375 -0.64273 0.169 0.017 0.395 0.025
H 0.58530 3.25953 -0.06006 -0.086 0.460 0.241 0.060
O -0.74717 -1.34425 2.33875 -0.011 -0.642 2.396 -0.075
H -0.67258 -1.05002 3.28185 0.001 -0.697 -1.287 0.088
H -0.75104 -0.52599 1.84450 -0.044 1.005 -0.607 -0.038
O -0.78832 0.72066 0.83885 1.177 0.538 0.081 -0.062
H -1.58020 1.22964 0.87319 -1.021 0.599 0.090 0.072
H -0.03504 1.39925 0.76825 -0.485 -0.390 -0.064 0.053
O -0.02069 -2.65622 0.11922 1.711 3.077 1.007 -0.030
H -0.19030 -2.26352 1.02573 0.409 -0.177 -0.876 0.036
H -0.50685 -3.41390 0.16513 -2.017 -3.463 -0.135 0.003
O -0.52514 -0.58649 -1.46954 -0.011 -2.434 -0.073 -0.121
H -0.77781 -0.12041 -0.66212 0.047 0.149 0.111 -0.014
H -0.40567 -1.55938 -1.11674 -0.035 2.282 -0.692 0.068
O 1.10990 1.32945 -2.18077 -0.702 -1.234 -0.249 -0.101
H 0.51147 0.48371 -2.19056 0.791 1.241 0.480 0.053
H 1.98344 0.99632 -2.40425 0.093 0.060 -0.076 0.053
```
Positions in Å, forces in eV/Å.

The SMILES is O.O.O.O.O.O. Its spin multiplicity is 1. As for the gap between HOMO and LUMO: 11.2 eV. The LUMO energy comes out at 0.6 eV. The HOMO energy is -10.6 eV.


No. 4
Formula: H12O6
Source: the Open Molecules 2025 dataset
Level of theory: ωB97M-V with the def2-TZVPD basis set

XYZ file:
```
18
Properties=species:S:1:pos:R:3:forces:R:3:lowdin_charge:R:1
O -0.33088 -3.13947 -1.36361 -0.431 -3.648 0.072 0.012
H 0.10313 -2.41680 -1.03338 1.544 2.946 1.480 -0.047
H -0.87331 -2.85895 -2.05877 -1.185 0.674 -1.472 0.006
O -2.79815 -0.64663 0.71320 2.155 3.661 1.583 -0.031
H -1.87730 -0.52530 0.38149 -0.604 0.357 0.623 0.009
H -3.01968 -1.38353 0.26395 -1.675 -4.035 -2.138 -0.048
O 0.01995 2.40691 1.94836 1.559 0.630 1.221 -0.089
H 0.73462 1.74510 2.07068 -0.834 -0.346 -0.530 -0.028
H 0.43172 3.05716 2.56980 -1.116 -0.089 -0.788 0.048
O 0.02798 0.63805 -2.90174 5.358 0.489 2.432 0.023
H -0.75767 0.50150 -3.27558 -5.070 -0.815 -2.371 -0.020
H 0.63292 -0.01568 -3.27642 -0.152 0.224 -0.109 0.071
O -0.09600 -0.37981 -0.15588 -1.765 -2.951 -1.614 0.011
H 0.43593 0.26523 0.15057 2.629 3.491 3.555 -0.019
H 0.13826 -0.12317 -1.04035 -0.886 -0.395 -2.028 0.015
O 2.14716 0.69650 2.30193 -4.272 -3.089 2.999 0.062
H 2.40222 1.20142 3.03034 0.570 1.014 2.289 0.043
H 2.67910 0.97747 1.67541 4.176 1.883 -5.205 -0.018
```
Positions in Å, forces in eV/Å.

The SMILES is O.O.O.O.O.O. Its spin multiplicity is 1. As for the gap between HOMO and LUMO: 10.6 eV. The LUMO energy comes out at 0.1 eV. The HOMO energy is -10.5 eV.


No. 5
Formula: H12O6
Source: the Open Molecules 2025 dataset
Level of theory: ωB97M-V with the def2-TZVPD basis set

XYZ file:
```
18
Properties=species:S:1:pos:R:3:forces:R:3:lowdin_charge:R:1
O -0.14771 2.08817 1.55186 0.660 -0.422 0.247 -0.041
H -0.86506 1.70074 2.06340 -0.165 0.390 -0.386 0.058
H -0.43677 2.73682 0.91113 -0.597 0.241 0.126 0.022
O -0.86406 -6.34259 -2.48823 0.394 0.546 -0.386 -0.068
H -0.75314 -5.47339 -2.91972 -0.233 -0.682 0.384 0.043
H -1.75294 -6.36435 -2.13111 -0.161 0.140 0.000 0.025
O 0.99659 -0.69293 -1.40144 -1.005 -0.687 -0.433 -0.045
H 1.68153 -0.10439 -1.10505 0.324 0.715 0.083 0.034
H 0.34847 -0.22805 -1.95300 0.680 0.180 0.248 0.062
O -0.84909 5.19067 0.60916 -0.246 1.016 0.334 -0.059
H -1.56272 5.50153 1.18360 -0.214 -0.656 0.042 0.043
H -0.43148 6.05677 0.48175 0.450 -0.467 -0.393 0.046
O -0.36840 -2.04698 0.67810 -0.221 0.397 -0.567 -0.076
H -0.33557 -2.76047 0.03475 0.063 -0.479 0.267 0.026
H -0.24449 -1.30876 0.05462 0.214 -0.009 0.481 -0.006
O 2.24565 0.60564 1.51811 0.843 -0.239 -0.198 -0.056
H 1.79528 1.43955 1.62274 -0.408 0.418 0.105 -0.007
H 1.54389 0.00203 1.28932 -0.377 -0.404 0.046 -0.002
```
Positions in Å, forces in eV/Å.

The SMILES is O.O.O.O.O.O. Its spin multiplicity is 1. As for the gap between HOMO and LUMO: 11.2 eV. The LUMO energy comes out at 0.3 eV. The HOMO energy is -10.8 eV.


No. 6
Formula: H12O6
Source: the Open Molecules 2025 dataset
Level of theory: ωB97M-V with the def2-TZVPD basis set

XYZ file:
```
18
Properties=species:S:1:pos:R:3:forces:R:3:lowdin_charge:R:1
O 1.91864 0.82102 -1.51545 0.124 -0.205 -0.326 -0.035
H 1.85770 1.76078 -1.35256 0.317 0.373 0.024 0.066
H 2.83045 0.61621 -1.76398 -0.237 0.236 -0.146 0.082
O 0.27885 -2.48186 -1.77357 0.723 -0.988 0.239 -0.080
H 0.66167 -2.96181 -1.00895 -0.539 0.568 -0.699 0.046
H -0.37292 -1.85373 -1.44908 -0.042 0.131 0.331 -0.020
O -0.71486 -0.16644 -0.83671 -3.217 -0.724 1.676 -0.038
H -0.02491 0.34345 -1.16413 2.140 1.420 -0.948 -0.023
H -1.28125 0.41977 -0.27423 0.929 -0.610 -0.719 0.046
O 1.87762 -0.80254 0.69940 0.544 -0.148 0.346 -0.064
H 2.14870 -0.24718 -0.04019 -0.214 -0.020 0.168 -0.020
H 1.08568 -1.22011 0.36558 -0.373 -0.009 -0.039 -0.013
O -0.99175 -0.02645 2.70347 -0.508 -0.122 -1.313 -0.118
H -1.24236 -0.89106 2.29804 0.404 1.122 0.462 0.043
H -1.20083 0.66627 2.00047 0.283 -1.624 1.470 -0.012
O -2.04924 1.73099 1.06047 0.397 -0.118 -0.570 -0.024
H -1.81931 2.63710 1.25708 -0.257 0.393 -0.037 0.081
H -2.96187 1.65560 0.79434 -0.475 0.325 0.081 0.080
```
Positions in Å, forces in eV/Å.

The SMILES is O.O.O.O.O.O. Its spin multiplicity is 1. As for the gap between HOMO and LUMO: 10.3 eV. The LUMO energy comes out at -0.1 eV. The HOMO energy is -10.3 eV.


No. 7
Formula: H12O6
Source: the Open Molecules 2025 dataset
Level of theory: ωB97M-V with the def2-TZVPD basis set

XYZ file:
```
18
Properties=species:S:1:pos:R:3:forces:R:3:lowdin_charge:R:1
O -2.37047 0.30587 2.05888 0.299 -0.106 -0.465 -0.043
H -2.63445 1.22035 2.16022 -0.115 0.317 0.008 0.040
H -2.30139 -0.02465 2.95455 -0.002 -0.165 0.266 0.046
O -0.18860 -0.15778 -0.32570 0.159 -0.618 -0.273 -0.008
H -0.70853 0.32968 0.31328 -0.685 0.153 0.552 0.040
H 0.66833 0.26853 -0.31314 0.358 0.221 -0.319 0.053
O -2.34562 2.88454 -0.69346 0.337 -0.066 0.229 -0.046
H -3.21541 2.88901 -0.29386 -0.305 0.129 0.053 0.035
H -2.34696 2.11496 -1.26264 -0.038 -0.126 -0.270 0.025
O 2.78450 -1.54088 1.03526 0.188 -0.786 0.456 0.194
H 2.70751 -0.95210 0.28451 0.506 1.019 -1.039 0.016
H 1.89867 -1.58838 1.39483 -0.643 -0.173 0.562 0.086
O -0.86975 -2.65764 -1.23080 0.348 -1.499 0.043 0.292
H -1.70430 -2.53210 -1.68246 -0.973 -0.128 -0.554 0.121
H -0.58892 -1.77337 -0.99533 0.770 1.971 0.718 0.034
O 3.41150 0.28201 -0.95975 -0.476 -0.284 0.154 -0.023
H 3.78645 1.16266 -0.94966 0.050 0.358 0.140 0.071
H 4.01745 -0.23070 -1.49471 0.221 -0.218 -0.262 0.069
```
Positions in Å, forces in eV/Å.

Its spin multiplicity is 2. As for the gap between HOMO and LUMO (alpha / beta): 11.2 / 3.1 eV. The LUMO energy (alpha / beta) comes out at -3.3 / -11.3 eV. The HOMO energy (alpha / beta) is -14.5 / -14.5 eV. The charge is +1.


No. 8
Formula: H12O6
Source: the Open Molecules 2025 dataset
Level of theory: ωB97M-V with the def2-TZVPD basis set

XYZ file:
```
18
Properties=species:S:1:pos:R:3:forces:R:3:lowdin_charge:R:1
O -2.61265 2.36060 0.01670 -0.127 -0.106 -0.389 0.118
H -1.73411 2.14631 0.33051 0.730 -0.020 0.056 0.045
H -3.19411 2.08839 0.72665 -0.565 0.068 0.337 0.066
O 2.38121 -2.89908 -1.34597 0.245 -0.482 -0.836 0.215
H 2.78839 -2.03282 -1.35040 0.501 0.630 -0.191 0.095
H 1.86087 -2.91557 -0.54272 -0.883 -0.093 1.179 0.031
O -2.54560 -0.97027 1.30693 -0.041 -0.337 -0.047 0.095
H -2.79088 -0.26044 1.90040 -0.210 0.207 0.502 0.064
H -1.91325 -0.57413 0.70740 0.462 0.266 -0.617 0.022
O 0.90281 -2.59068 1.10175 0.296 0.095 -0.472 -0.014
H 1.00820 -3.36200 1.65870 0.071 -0.363 0.225 0.074
H 0.23680 -2.06442 1.54415 -0.272 0.197 0.114 0.048
O 1.22348 2.97306 -1.38427 -0.131 -0.430 0.280 -0.031
H 2.16948 3.10577 -1.32341 0.308 0.092 0.089 0.055
H 0.95193 3.51690 -2.12368 -0.224 0.128 -0.248 0.059
O 0.05251 0.48416 -0.28260 -0.612 -0.539 0.385 0.014
H 0.52795 1.22690 -0.65479 0.313 0.966 -0.449 0.009
H 0.68691 -0.23262 -0.28542 0.138 -0.280 0.080 0.035
```
Positions in Å, forces in eV/Å.

Its spin multiplicity is 2. As for the gap between HOMO and LUMO (alpha / beta): 12.2 / 2.3 eV. The LUMO energy (alpha / beta) comes out at -3.3 / -11.8 eV. The HOMO energy (alpha / beta) is -15.5 / -14.1 eV. The charge is +1.


No. 9
Formula: H12S6
Source: the Open Molecules 2025 dataset
Level of theory: ωB97M-V with the def2-TZVPD basis set

XYZ file:
```
18
Properties=species:S:1:pos:R:3:forces:R:3:lowdin_charge:R:1
S 1.74675 -1.24803 3.57882 0.010 0.238 0.305 0.220
H 2.12947 -2.52195 3.39897 -0.093 -0.026 -0.249 -0.266
H 1.11608 -1.10051 2.39796 0.062 -0.191 -0.073 -0.264
S -0.18123 -4.78177 1.48612 -0.008 0.264 -0.400 0.332
H 0.03940 -6.07787 1.73743 -0.012 -0.087 0.259 -0.259
H -0.35835 -4.41265 2.75999 0.021 -0.157 0.130 -0.246
S -5.41334 3.03642 3.16799 -0.135 0.276 0.020 0.347
H -4.08277 3.17185 3.10566 0.048 -0.118 -0.018 -0.234
H -5.37058 1.70482 3.18598 0.129 -0.181 -0.015 -0.239
S 2.80171 -2.92296 -5.20534 -0.182 0.029 -0.304 0.373
H 2.34459 -4.18278 -5.19454 -0.003 0.015 0.009 -0.237
H 3.55277 -3.12841 -4.13169 0.167 -0.021 0.319 -0.241
S -4.45131 4.03432 -2.33648 -0.212 -0.040 -0.065 0.375
H -3.75775 4.28960 -3.45294 0.079 0.011 0.042 -0.240
H -3.42784 4.32559 -1.53195 0.159 0.000 0.034 -0.235
S 4.64270 3.47336 -0.44274 0.099 0.110 0.162 0.310
H 3.78019 2.52681 -0.81379 -0.169 -0.177 -0.004 -0.244
H 4.88951 3.81415 -1.70946 0.039 0.054 -0.152 -0.252
```
Positions in Å, forces in eV/Å.

Its spin multiplicity is 2. As for the gap between HOMO and LUMO (alpha / beta): 1.9 / 9.4 eV. The LUMO energy (alpha / beta) comes out at 2.6 / 2.7 eV. The HOMO energy (alpha / beta) is 0.7 / -6.7 eV. The charge is -1.


No. 10
Formula: H13NO5
Source: the Open Molecules 2025 dataset
Level of theory: ωB97M-V with the def2-TZVPD basis set

XYZ file:
```
19
Properties=species:S:1:pos:R:3:forces:R:3:lowdin_charge:R:1
N -0.57399 0.68439 1.80286 -0.642 0.520 0.338 0.031
H 0.35612 0.54631 1.41628 0.080 0.143 0.424 0.003
H -0.51915 1.00614 2.76885 0.387 -0.374 -0.152 0.042
H -0.95727 1.49102 1.31371 -0.076 -0.284 -0.340 0.008
O 2.06359 1.14003 0.40194 0.209 -0.731 -0.056 -0.065
H 1.50284 0.82085 -0.32301 0.025 -0.008 -0.218 -0.012
H 1.87821 2.06871 0.44744 -0.087 0.783 0.100 0.032
O 0.59987 -2.40017 -0.88088 1.015 -0.401 0.917 -0.081
H 1.45871 -2.85773 -0.70899 -1.025 0.600 -0.308 0.081
H 0.21882 -2.26506 0.02079 -0.260 -0.160 -0.545 0.027
O -1.21648 -1.97766 1.32082 0.084 0.615 0.235 -0.090
H -1.30731 -1.02622 1.57764 0.832 0.052 -0.105 -0.001
H -2.13287 -2.21648 1.25136 -0.582 -0.715 -0.258 0.030
O -1.31938 2.25919 -0.76479 -0.059 0.112 -0.505 -0.084
H -0.60155 1.93002 -1.34552 -0.811 -0.102 0.352 0.015
H -2.15839 2.13633 -1.24621 0.764 -0.006 0.217 0.053
O 0.42913 0.21921 -1.79023 0.986 -1.041 -0.510 -0.087
H 0.46775 -0.73776 -1.52371 -0.577 0.329 0.423 0.024
H 1.10348 0.14221 -2.48715 -0.264 0.669 -0.010 0.073
```
Positions in Å, forces in eV/Å.

The SMILES is N.O.O.O.O.O. Its spin multiplicity is 1. As for the gap between HOMO and LUMO: 10.7 eV. The LUMO energy comes out at 0.6 eV. The HOMO energy is -10.1 eV.


Listing E for the structures above in their given order: -12479.4570; -12479.7152; -12480.4591; -12478.3680; -12479.5802; -12479.5163; -12468.8536; -12468.3773; -65204.4197; -11939.4839 eV.